Density functional theory data (ωB97M-V with the def2-TZVPD basis set) for a molecular structure, C6H12O.

Summary:
Charge: 0
Molar mass: 100.16 g mol⁻¹
Frontier orbital gap: 9.65 eV
2S+1: 1

Geometry as XYZ:
```
19
Properties=species:S:1:pos:R:3:lowdin_charge:R:1
C 2.894 0.120 0.286 -0.1215
C 1.434 -0.299 0.145 -0.2721
C 0.514 0.887 -0.167 -0.1774
C -0.903 0.484 -0.389 -0.1999
C -1.580 -0.660 -1.109 -0.1314
O -2.868 -0.098 -0.712 -0.1139
C -2.135 0.900 -0.086 -0.1169
H 3.256 0.592 -0.635 0.0726
H 3.025 0.841 1.101 0.0730
H 3.539 -0.739 0.495 0.0689
H 1.093 -0.794 1.063 0.1123
H 1.344 -1.044 -0.657 0.1090
H 0.908 1.406 -1.055 0.1186
H 0.559 1.613 0.655 0.1213
H -2.556 -1.382 2.047 0.0546
H -1.454 -1.659 -0.678 0.1182
H -1.502 -0.696 -2.200 0.1266
H -2.640 1.694 0.455 0.1250
H -2.927 -1.165 1.442 0.0331
```